Record 1
Formula: C29H46BrN3P2Sr
Source: the Open Molecules 2025 dataset
Level of theory: wB97M-V/def2-TZVPD

## Properties
HOMO energy, eV: -11.810
E_tot, Ha: -4583.77079
Maximum force, eV Å⁻¹: 2.920
Gap between HOMO and LUMO, Ha: 0.219
Charge: +2
Energy above the lowest of the compared OMol25 structures with the same formula, charge and spin, kcal per mole: 42.4

XYZ file:
```
82
Properties=species:S:1:pos:R:3:lowdin_charge:R:1
N -4.357 3.701 -0.819 0.058
C -3.432 4.534 -0.346 -0.139
C -2.076 4.421 -0.670 -0.045
C -1.665 3.361 -1.510 -0.252
C -2.670 2.518 -2.044 -0.014
C -4.004 2.725 -1.656 -0.118
C -0.228 3.173 -1.703 -0.261
Sr 1.350 2.491 0.120 1.453
P 4.114 1.487 0.129 0.979
C 0.392 1.972 -2.085 -0.248
C -0.037 0.628 -1.738 -0.313
C 0.451 -0.502 -2.473 -0.058
C 0.163 -1.795 -2.130 -0.150
C -0.435 -2.126 -0.797 -0.827
C -1.142 -0.925 -0.213 -0.152
C -0.900 0.358 -0.641 -0.091
Br 1.090 -2.527 0.386 0.822
H 0.328 4.119 -1.867 0.116
H 1.233 2.056 -2.796 0.126
H -1.376 5.150 -0.267 0.109
H -2.439 1.757 -2.790 0.124
H -3.764 5.311 0.344 0.112
H -4.791 2.062 -2.033 0.115
H 1.049 -0.281 -3.370 0.137
H -1.420 1.183 -0.137 0.105
H 0.596 -2.600 -2.716 0.097
H -1.664 -1.063 0.731 0.095
P -1.506 -3.641 -0.707 0.994
C 3.824 3.347 -0.065 -0.526
C 5.029 4.317 -0.223 -0.122
H 3.317 3.692 0.867 0.051
H 3.188 3.506 -0.969 0.046
H 4.660 5.352 -0.325 0.089
H 5.690 4.328 0.651 0.085
H 5.630 4.096 -1.112 0.084
C 3.254 0.369 -1.080 -0.459
C 4.262 -0.724 -1.506 -0.141
H 2.903 0.922 -1.963 0.059
H 2.389 -0.169 -0.639 0.016
H 4.074 -1.048 -2.538 0.080
H 5.297 -0.361 -1.441 0.068
H 4.173 -1.622 -0.877 0.067
C 3.399 0.656 1.657 -0.438
C 4.540 -0.209 2.237 -0.151
H 2.538 -0.005 1.452 0.027
H 3.060 1.391 2.401 0.072
H 4.268 -0.741 3.155 0.082
H 4.875 -0.969 1.523 0.069
H 5.409 0.418 2.461 0.076
C -1.833 -3.818 1.059 -0.349
C -1.389 -5.101 1.755 -0.116
H -2.914 -3.703 1.172 0.080
H -1.381 -2.951 1.555 0.057
H -1.792 -5.990 1.251 0.080
H -0.295 -5.168 1.810 0.074
H -1.786 -5.074 2.780 0.092
C -0.556 -5.001 -1.407 -0.321
C -0.762 -5.139 -2.917 -0.120
H -0.889 -5.903 -0.866 0.099
H 0.510 -4.852 -1.167 0.080
H -1.775 -5.514 -3.118 0.080
H -0.619 -4.190 -3.455 0.069
H -0.027 -5.854 -3.310 0.095
C -2.996 -3.237 -1.651 -0.295
C -4.152 -2.660 -0.832 -0.117
H -3.300 -4.150 -2.188 0.099
H -2.679 -2.498 -2.403 0.108
H -3.898 -1.680 -0.402 0.075
H -5.024 -2.515 -1.483 0.093
H -4.440 -3.339 -0.019 0.071
C -2.478 2.947 4.566 0.008
N -1.540 2.195 3.727 -0.114
C -0.975 0.950 4.000 -0.026
C -0.138 0.654 2.958 -0.127
N -0.157 1.727 2.063 -0.099
C -1.039 2.621 2.551 -0.148
H -2.919 2.283 5.316 0.101
H -1.973 3.776 5.084 0.105
H -3.285 3.374 3.954 0.103
H -1.204 0.406 4.902 0.130
H 0.427 -0.248 2.762 0.091
H -1.364 3.559 2.089 0.136
```

Record 2
Formula: C29H46ClGaNOTl
Source: the Open Molecules 2025 dataset
Level of theory: wB97M-V/def2-TZVPD

## Properties
HOMO energy, eV: -12.325
E_tot, Ha: -3818.46844
Maximum force, eV Å⁻¹: 6.247
Gap between HOMO and LUMO, Ha: 0.093
Charge: +2

XYZ file:
```
80
Properties=species:S:1:pos:R:3:lowdin_charge:R:1
C 2.074 3.587 -0.544 -0.282
C 2.137 3.295 1.101 -0.264
C 3.667 3.429 1.692 -0.267
C 4.462 1.997 1.854 -0.178
C 4.756 1.242 0.391 -0.191
C 5.218 -0.293 0.735 -0.205
C 4.703 -1.427 -0.332 -0.193
C 3.340 -2.192 0.258 -0.185
C 2.147 -1.064 0.242 -0.204
C 0.712 -1.782 -0.228 -0.206
C -0.376 -0.546 -0.344 -0.101
Ga -1.767 -0.807 -1.887 0.470
C -3.427 -1.784 -1.119 -0.133
C -3.716 -1.359 0.473 -0.381
C -5.303 -1.749 0.742 -0.060
O -3.459 0.082 0.622 -0.240
C -3.884 0.595 1.933 -0.181
C -3.382 -0.284 3.222 -0.123
C -4.470 -0.923 4.306 -0.015
C -3.939 -1.814 5.610 -0.033
C -2.337 -2.150 5.892 -0.046
C -1.261 -1.517 4.826 -0.071
C -1.783 -0.609 3.564 -0.038
C -0.780 -1.823 -3.392 -0.102
C -0.019 -0.895 -4.541 0.007
C 0.820 -1.710 -5.724 0.007
C 0.808 -3.346 -5.625 -0.021
N 0.103 -4.209 -4.618 0.023
C -0.642 -3.447 -3.559 -0.040
C -2.458 1.089 -2.497 -0.637
Cl -3.694 0.903 -3.888 0.544
C -1.245 2.145 -2.813 -0.310
C -1.549 3.658 -2.178 -0.107
H 1.806 2.571 -1.110 0.112
H 3.139 3.972 -0.861 -0.013
H 1.283 4.416 -0.809 0.040
H 1.698 2.232 1.372 0.133
H 1.458 4.134 1.584 0.103
H 3.566 3.880 2.784 0.141
H 4.262 4.234 1.053 -0.003
H 3.893 1.301 2.604 0.124
H 5.518 2.243 2.301 0.132
H 3.758 1.339 -0.214 0.072
H 5.592 1.802 -0.216 0.127
H 4.946 -0.578 1.856 0.122
H 6.411 -0.313 0.690 0.130
H 5.528 -2.259 -0.478 0.125
H 4.393 -0.932 -1.349 0.114
H 3.492 -2.508 1.385 0.126
H 3.064 -3.129 -0.386 0.120
H 2.407 -0.317 -0.651 0.103
H 1.982 -0.504 1.259 0.119
H 0.911 -2.348 -1.234 0.099
H 0.338 -2.574 0.576 0.143
H 0.134 0.512 -0.544 0.081
H -0.908 -0.471 0.697 0.064
H -3.151 -2.933 -1.079 0.084
H -4.410 -1.649 -1.783 0.109
H -2.965 -2.045 1.098 0.155
H -5.651 -1.574 1.846 0.067
H -6.044 -1.197 -0.015 0.115
H -5.387 -2.924 0.547 0.111
H -5.055 0.799 2.010 0.144
H -3.377 1.670 2.048 0.143
H -5.626 -0.702 4.147 0.100
H -4.759 -2.216 6.343 0.088
H -1.933 -2.798 6.780 0.093
H -0.107 -1.719 4.993 0.087
H -0.972 -0.154 2.853 0.057
H -0.065 0.275 -4.515 0.082
H 1.396 -1.084 -6.542 0.108
H 1.442 -3.918 -6.461 0.137
H -1.205 -4.102 -2.734 0.132
H -3.077 1.517 -1.573 0.089
H -1.196 2.258 -3.999 0.111
H -0.237 1.769 -2.353 0.067
H -0.834 3.829 -1.258 0.052
H -1.283 4.415 -3.037 0.091
H -2.689 3.762 -1.890 0.099
Tl 3.056 5.723 0.094 1.128
```

Q: Number 2 is which compound?
A: C29H46ClGaNOTl

Q: Which formula does entry 1 have?
A: C29H46BrN3P2Sr